(1)
# C10H11BeBiCl6

C10H11BeBiCl6 as an isolated structure at a distorted geometry (wB97M-V/def2-TZVPD, OMol25).

Last column: Löwdin charge in e.
Cartesian coordinates (Å):
Bi 0.918604 -1.967020 -2.424826  1.06
Cl 2.470394 -3.178102 -3.902770  -0.30
C 1.800088 0.055737 -2.955331  -0.37
C -0.642402 -1.826559 -4.064402  -0.40
H 1.322968 0.362907 -3.891277  -0.03
H 1.618752 0.782837 -2.156963  -0.02
H 2.869070 -0.124415 -3.099804  -0.04
H -0.376494 -0.965904 -4.684700  -0.03
H -1.643571 -1.719571 -3.636101  -0.02
H -0.547519 -2.759577 -4.626743  -0.04
Be -1.702018 0.451964 0.877786  -0.22
C -2.632841 -0.847286 1.402419  -0.26
C -2.222247 1.342442 -0.372137  -0.20
H -3.702788 -0.600996 1.381139  -0.03
H -2.482717 -1.708880 0.734695  -0.05
H -2.374274 -1.164687 2.420476  -0.04
H -3.117578 1.067131 -0.960393  -0.15
H -1.838783 2.303867 -0.728359  -0.16
Cl 0.488436 -1.738007 1.043878  0.58
C 0.689274 -0.269570 1.954181  -0.67
C -0.210750 0.756450 1.785218  -0.22
C 0.016448 1.969960 2.386559  -0.69
Cl -1.088626 3.271737 2.141607  0.64
C 1.147702 2.170454 3.230500  -0.73
Cl 1.476162 3.703636 3.892688  0.62
C 1.984672 1.071823 3.526917  -0.74
Cl 3.294347 1.249875 4.607417  0.61
C 1.756259 -0.169297 2.879964  -0.73
Cl 2.729426 -1.520935 3.238373  0.63

Atomic forces in eV per Å
-1.3 1.3 0.7
0.8 -0.5 -0.9
0.1 -0.3 0.0
0.2 -0.2 0.1
0.2 0.0 0.2
-0.1 -0.3 -0.2
-0.1 0.2 0.0
-0.2 -0.2 0.1
0.3 0.1 -0.1
-0.1 0.1 -0.1
0.0 0.5 -0.7
-0.7 -1.3 0.6
-0.1 0.5 -0.8
0.0 0.0 0.0
-0.1 -0.1 0.1
-0.1 -0.3 0.2
0.1 0.1 0.0
0.1 0.1 -0.2
0.1 -0.2 0.3
1.1 0.5 1.4
-0.6 0.0 -0.7
1.8 -0.1 1.2
-0.1 0.4 0.1
-0.8 -1.3 -0.8
0.2 0.7 0.5
-1.1 -0.2 -1.2
0.5 0.1 0.4
-1.0 1.1 -0.5
0.6 -0.6 0.2

The total energy comes out at -91921.916 eV. The calculation puts the frontier orbital gap (spin up / spin down) at 2.712 / 2.508 eV. Its net charge is -2.

***

(2)
# C10H11Br2N3

An isolated ion of composition C10H11Br2N3 and charge +2 at a distorted geometry (wB97M-V/def2-TZVPD, OMol25).

Last column: Löwdin charge in e.
Cartesian coordinates (Å):
C 2.458742 0.185027 0.381877  -0.07
C 1.820259 -1.257492 -1.392356  -0.02
C 0.054663 -0.003417 -0.107933  -0.17
C 2.856669 -0.732517 -0.585682  -0.21
C 1.163518 0.578985 0.658571  -0.54
C 0.473983 -0.939954 -1.124902  -0.45
C -1.324859 0.333776 0.162648  -0.20
C -2.982787 1.906107 0.464479  -0.22
C -3.545973 0.605702 -0.090715  -0.02
C 4.222388 -1.211737 -0.680785  0.01
N -2.418954 -0.308146 -0.129898  0.09
N -1.671883 1.627872 0.628501  0.18
N -3.574371 3.051935 0.663583  0.27
Br 0.924906 1.567276 2.258789  0.93
Br -0.863106 -1.841164 -2.269326  0.85
H 3.150597 0.571342 1.100532  0.11
H 2.033188 -2.021525 -2.019102  0.09
H -4.504124 0.229491 0.422977  0.19
H -3.939276 0.748807 -1.182685  0.20
H 4.195934 -2.298167 -0.761423  0.12
H 4.908702 -0.776931 -1.419215  0.13
H 4.626114 -0.874031 0.246915  0.09
H -2.333644 -1.390284 -0.388441  0.17
H -1.005004 2.300595 0.961847  0.08
H -4.439493 3.140908 0.053118  0.21
H -2.973774 3.800434 1.057243  0.18

Atomic forces in eV per Å
-0.4 0.8 0.9
-1.8 2.2 2.9
1.2 -0.1 0.5
-2.5 0.5 -1.3
-0.9 -1.4 -1.0
-0.2 -0.2 -0.4
1.2 1.0 -0.1
1.2 -2.0 -0.6
-3.3 -0.2 -1.6
0.8 -0.1 0.3
0.5 -1.9 0.1
-1.1 -0.2 -0.2
-0.2 -0.8 -1.1
0.0 0.0 -0.3
1.1 0.5 0.8
0.8 0.1 0.0
0.5 -2.1 -2.3
1.7 0.4 -0.2
0.8 0.0 1.7
0.4 0.0 0.0
-0.7 -0.1 -0.3
1.0 -0.4 0.8
-0.7 3.0 0.2
0.7 0.1 0.1
1.2 0.8 1.7
-1.2 -0.1 -0.6

The total energy comes out at -155086.479 eV. The calculation puts the frontier orbital gap at 7.359 eV. Its net charge is +2.